Computed, not measured: a structure of composition C17H20CoN4STe, with ωB97M-V/def2-TZVPD.

Positions of all 44 atoms, in Å:
1 Co -0.20965 0.23175 -1.61108
2 C 1.46067 -0.37473 -5.36100
3 C 0.84138 -0.55489 -4.03616
4 N 0.42645 0.52528 -3.30365
5 N 0.58089 1.72386 -3.85956
6 C 0.07015 2.71636 -3.12101
7 N -0.03619 3.92013 -3.69753
8 S -0.35800 2.31877 -1.44968
9 C 0.47456 -1.76077 -3.38443
10 C 0.70528 -3.05891 -3.88659
11 C 0.27524 -4.21636 -3.13301
12 C -0.35501 -4.02453 -1.91447
13 C -0.57765 -2.71757 -1.46062
14 N -0.16229 -1.63297 -2.12735
15 H 2.29690 0.30267 -5.27403
16 H 0.77020 0.06270 -6.04148
17 H 1.89789 -1.32500 -5.74151
18 H 0.27119 4.10303 -4.62969
19 H -0.34558 4.70531 -3.16524
20 H 1.27891 -3.16011 -4.81277
21 H 0.46875 -5.20259 -3.49595
22 H -0.66821 -4.85667 -1.25747
23 H -1.20714 -2.49694 -0.65339
24 C -1.30791 1.48705 6.38760
25 C -0.97868 1.05841 4.97810
26 C -0.95522 -0.26961 4.51415
27 C -0.46114 -0.61850 3.25795
28 C -0.31732 -2.10533 2.92373
29 C 0.06872 0.36309 2.40606
30 Te 1.25761 -0.15758 0.64197
31 C -0.07846 1.74199 2.78944
32 C 0.50547 2.82632 1.99525
33 C -0.66191 2.01148 4.05649
34 H -2.03219 0.78525 6.79160
35 H -1.78445 2.50265 6.36837
36 H -0.45220 1.62134 7.03966
37 H -1.24623 -1.06749 5.16111
38 H -1.08805 -2.68752 3.42453
39 H 0.63951 -2.48379 3.29308
40 H -0.27570 -2.39740 1.84008
41 H 0.09278 2.73310 0.95935
42 H 1.58580 2.58827 1.86759
43 H 0.33198 3.81277 2.40538
44 H -0.74115 3.02763 4.31618

- HOMO-LUMO gap (alpha / beta) (eV) = 5.2 / 4.9
- net charge = 0
- 2S+1 = 4
- HOMO energy (alpha / beta) (eV) = -5.3 / -7.1
- energy above the lowest of the compared OMol25 structures with the same formula, charge and spin (kcal per mole) = 26.7